The following is a DFT calculation (ωB97M-V with the def2-TZVPD basis set) of C28H18BiCl7N6O9S2 as an isolated structure.

Properties
E_LUMO   3.68 eV
M   1103.77 Da
ΔE to the lowest compared entry with this formula, charge and spin   0.0 kJ/mol
Highest occupied orbital energy   -2.12 eV
Total charge   -2

Cartesian coordinates (Å):
C: 1.11 -6.73 -1.22
C: 4.54 -2.59 0.70
N: 2.67 -1.55 -0.23
H: -0.22 3.03 2.23
Cl: -4.67 -0.08 6.40
N: -1.52 0.16 -2.52
Cl: 0.21 1.14 4.36
H: 4.89 -3.33 1.38
H: 1.47 -4.67 -3.92
N: -0.63 2.28 -3.11
H: -1.99 6.55 -0.87
O: 1.60 2.91 -1.50
C: -0.83 1.32 -2.23
H: 8.65 -0.99 -0.25
H: 2.49 -6.76 -2.87
C: -1.60 5.82 -0.17
C: -3.67 -0.95 4.07
C: -1.88 -0.06 -3.78
O: -4.36 -0.84 -1.00
O: -4.81 1.22 -2.04
S: -1.72 -4.04 -0.13
Cl: -4.69 0.58 -0.79
O: 7.22 -2.52 1.34
C: 1.09 -5.08 -2.95
H: 7.31 -0.51 -1.18
O: -5.73 0.87 0.12
C: -0.48 -4.82 -1.05
O: 1.33 2.01 0.84
H: 1.42 -7.61 -0.72
C: -1.41 4.83 2.13
H: -1.59 4.81 3.21
C: -0.88 4.77 -0.66
O: -1.10 0.45 1.90
O: -3.42 1.14 -0.03
O: -3.16 -1.28 1.73
C: -0.37 3.79 0.21
H: -0.70 4.71 -1.72
H: -1.99 7.39 2.80
N: -0.42 1.43 -0.93
C: -2.95 -0.74 2.88
C: -1.84 5.88 1.31
C: 4.85 -0.69 -0.73
H: 2.92 0.24 -1.24
C: 1.65 -6.25 -2.37
Cl: -1.84 1.33 6.83
C: -3.42 -0.22 5.24
C: 5.39 -1.66 0.13
C: -1.80 0.14 2.98
N: 7.66 -1.11 -0.44
H: -2.43 -0.96 -3.96
H: -2.60 7.80 1.26
N: -2.33 7.04 1.88
C: -1.01 2.07 -4.33
H: -0.81 2.90 -5.01
C: -2.25 0.55 5.33
Cl: -4.80 -2.23 3.98
H: 2.52 -3.33 0.75
C: -1.38 0.59 4.25
S: 0.73 2.51 -0.40
H: -1.89 0.65 -5.76
C: 3.43 -0.61 -0.75
Cl: -0.54 -2.97 -3.13
Cl: -0.87 -7.09 0.40
C: -0.62 3.80 1.58
H: 5.40 -0.04 -1.43
C: 6.87 -1.81 0.39
C: 3.20 -2.54 0.47
C: 0.00 -6.09 -0.68
C: -1.61 0.90 -4.73
Bi: -1.80 -0.47 0.03
C: 0.03 -4.40 -2.33

The following is a DFT calculation (ωB97M-V with the def2-TZVPD basis set) of C28H18BrCl2N3OPbS as an isolated structure.

Properties
E_LUMO (spin up / spin down)   -1.85 / -1.18 eV
M   802.55 Da
ΔE to the lowest compared entry with this formula, charge and spin   90.2 kJ/mol
Highest occupied orbital energy (spin up / spin down)   -7.67 / -7.27 eV
Total charge   0

Cartesian coordinates (Å):
H: -3.32 0.43 -0.86
C: 1.89 4.58 2.51
H: -3.43 -1.61 4.58
C: -1.18 -1.03 2.07
H: 0.57 1.22 -4.65
C: -1.70 -1.54 3.28
C: 3.75 5.53 1.34
H: 2.80 -6.10 -2.00
H: -1.23 -2.77 4.99
Cl: 4.87 4.47 -0.84
H: 0.39 -6.35 -2.53
C: 2.84 5.58 2.38
C: -2.24 0.48 -1.01
H: 1.11 -3.19 4.26
O: 0.34 0.07 -2.41
S: 2.82 2.19 -0.69
C: -1.40 2.04 -4.85
N: -1.46 0.12 -0.05
C: 0.43 -2.58 3.67
C: -2.66 2.17 -4.25
C: 1.74 -2.97 -1.07
C: -0.60 0.77 -2.92
Br: -4.04 3.12 -5.16
C: -0.12 -4.36 -1.88
H: 2.87 6.40 3.09
H: -0.32 -2.33 -1.22
C: -3.03 -1.23 3.65
C: 2.12 -5.27 -1.82
C: -3.78 -0.43 2.84
C: 2.77 3.44 0.53
H: -4.79 -0.16 3.13
C: 0.76 -5.42 -2.12
C: 0.89 -1.99 2.48
H: 3.66 -3.98 -1.08
H: -1.17 -4.47 -2.11
C: -3.27 0.05 1.63
H: 1.17 4.60 3.31
N: 0.11 -1.25 1.72
H: -3.91 0.69 1.03
H: -1.23 2.47 -5.83
H: 4.50 6.30 1.22
C: 1.87 3.54 1.59
Pb: 1.10 0.07 -0.25
H: -3.88 1.74 -2.57
H: 1.91 -2.12 2.14
C: 2.61 -4.10 -1.31
C: -2.01 -0.27 1.19
C: 0.35 -3.17 -1.38
N: 2.24 -1.86 -0.60
Cl: 0.63 2.33 1.84
C: -0.41 1.35 -4.21
C: -0.85 -2.34 4.07
C: -2.90 1.64 -3.02
C: 3.71 4.49 0.44
C: -1.88 0.96 -2.31

The following is a DFT calculation (ωB97M-V with the def2-TZVPD basis set) of C28H18BrN3O6V as an isolated structure.

Properties
E_LUMO (spin up / spin down)   3.45 / 3.47 eV
⟨S²⟩   0.7594
M   623.31 Da
Highest occupied orbital energy (spin up / spin down)   -2.25 / -2.32 eV
Total charge   -2
Spin multiplicity   2

Cartesian coordinates (Å):
C: 2.72 -4.26 -1.18
C: -3.75 1.82 -1.61
C: -2.68 -0.50 1.66
C: 3.04 -0.73 0.00
H: -0.80 5.95 -4.76
C: -2.42 4.02 -2.73
O: 4.43 -1.15 5.78
C: -0.44 -0.02 0.06
C: 2.18 -4.01 1.20
H: 0.44 0.15 -0.55
C: -2.18 -1.22 4.26
Br: 2.99 1.84 2.24
H: 3.58 1.02 -1.13
H: 2.83 -4.90 -2.05
C: 2.84 -2.12 -0.09
C: 3.58 -0.78 -2.35
C: 3.41 -0.06 -1.14
N: -4.18 0.05 -0.14
C: 2.45 -2.66 1.17
C: 3.38 -2.14 -2.43
H: 3.88 -0.25 -3.24
C: -3.25 3.23 -3.52
C: -3.77 -0.77 2.53
C: -2.96 2.66 -0.82
H: -4.55 1.52 -3.56
C: 2.99 -2.87 -1.27
C: 5.03 -1.20 3.43
O: 6.19 -1.47 3.57
H: 2.13 -5.86 0.08
O: 4.38 -1.02 2.30
C: -1.58 5.22 -4.59
C: -1.73 0.13 -0.46
H: 3.51 -2.66 -3.38
H: -3.39 3.45 -4.57
O: 0.97 -0.49 1.84
O: -1.71 5.08 -3.19
H: -4.77 -0.70 2.13
C: 4.02 -1.07 4.63
C: -0.24 -0.37 1.38
H: -2.87 2.46 0.24
C: -2.85 -0.06 0.32
H: -1.85 0.39 -1.50
V: 2.62 -0.69 2.01
O: 2.81 -0.93 4.22
C: -3.91 2.15 -2.95
C: -3.53 -1.12 3.82
N: -1.16 -0.99 3.50
H: -2.51 5.58 -5.04
C: -1.38 -0.63 2.21
H: -1.96 -1.49 5.29
H: 1.85 -4.50 2.11
N: -4.52 0.72 -1.11
C: 2.33 -4.80 0.03
H: -1.68 4.38 -0.75
H: -1.31 4.27 -5.06
H: -4.34 -1.33 4.50
C: -2.31 3.74 -1.36

The following is a DFT calculation (ωB97M-V with the def2-TZVPD basis set) of C28H18CaClF6N2O10S2Te as an isolated structure.

Properties
E_LUMO   1.56 eV
M   923.71 Da
ΔE to the lowest compared entry with this formula, charge and spin   33.2 kJ/mol
Highest occupied orbital energy   -5.51 eV
Total charge   -1

Cartesian coordinates (Å):
C: 3.55 -4.10 -2.39
F: -5.21 -3.27 -2.15
C: 3.32 -3.48 -1.17
H: 6.00 1.13 -0.73
C: 6.00 -0.72 2.10
C: -1.60 2.63 -2.76
C: 5.65 0.46 0.04
N: -3.30 -3.78 0.24
H: -1.67 -0.05 5.25
H: 0.56 -1.69 -1.96
H: 0.94 -2.82 -4.12
C: 1.40 -2.37 -2.08
C: 6.47 0.12 1.11
F: -5.40 -1.17 -1.63
C: -1.22 0.83 4.80
C: -1.53 4.97 -3.30
O: -2.18 7.49 -2.52
C: -2.81 1.76 -0.73
H: -1.34 1.60 -2.97
C: -0.40 1.96 2.81
C: 1.62 -3.00 -3.30
O: -1.40 -3.39 1.88
C: -0.31 3.05 4.96
H: 7.48 0.52 1.16
H: 2.86 -4.35 -4.41
O: -1.29 -2.34 -0.32
H: 3.71 0.24 -0.84
H: 3.99 -3.68 -0.33
C: -1.02 0.80 3.38
H: 0.48 3.00 1.17
H: 4.39 -4.77 -2.50
S: -4.43 -2.70 0.27
C: -2.39 2.89 -1.64
C: -4.62 -2.25 -1.52
Ca: -2.04 -0.32 0.62
H: 4.36 -1.91 2.80
O: -3.49 6.78 -0.97
H: -3.35 4.41 -0.48
C: 2.25 -2.60 -1.01
C: -0.89 1.92 5.55
O: -0.22 1.24 0.53
C: 3.88 -0.90 0.97
C: -1.17 3.67 -3.58
F: 0.27 -4.96 0.12
H: 6.64 -0.99 2.93
Te: 1.91 -1.66 0.86
O: -3.01 1.99 0.47
S: -1.79 -3.44 0.51
H: -0.55 3.45 -4.44
C: 4.35 -0.04 -0.02
H: -1.22 5.80 -3.92
C: -1.02 -4.95 -0.22
C: -0.04 2.06 1.42
F: -1.60 -6.05 0.24
C: -2.76 4.20 -1.35
N: -2.73 6.59 -1.90
H: 0.39 3.94 3.16
F: -3.46 -2.01 -2.11
H: -1.07 1.92 6.62
O: -2.88 0.61 -1.26
O: -1.34 -0.23 2.71
Cl: 0.10 4.43 5.95
O: -5.69 -3.27 0.59
O: -4.04 -1.48 0.96
F: -1.11 -4.93 -1.55
C: -2.33 5.21 -2.19
C: 4.71 -1.24 2.03
C: 2.69 -3.86 -3.46
C: -0.07 3.07 3.62

The following is a DFT calculation (ωB97M-V with the def2-TZVPD basis set) of C28H18CrF3N7O9STe as an isolated structure.

Properties
E_LUMO (spin up / spin down)   3.81 / 3.80 eV
⟨S²⟩   6.0419
M   865.15 Da
ΔE to the lowest compared entry with this formula, charge and spin   86.6 kJ/mol
Highest occupied orbital energy (spin up / spin down)   -0.74 / -1.43 eV
Total charge   -2
Spin multiplicity   5

Cartesian coordinates (Å):
C: 0.70 2.17 1.71
N: -3.55 0.64 -5.82
S: -2.46 5.14 -3.47
F: 4.94 -4.74 3.15
C: -2.94 0.58 -4.84
H: 0.35 -5.79 -2.09
N: -0.59 0.21 -1.37
H: 5.48 -1.02 1.67
C: 5.30 -3.64 2.45
N: 0.45 1.51 6.59
O: -0.30 -3.93 -0.75
H: 0.71 1.58 -2.22
C: -2.15 0.49 -3.64
O: 0.90 1.62 0.55
O: -1.99 -2.29 2.73
O: -2.43 -2.03 4.81
Cr: 0.73 -0.24 0.11
O: 0.77 3.37 1.90
Te: -1.14 3.47 -0.87
H: -0.66 1.89 -4.30
C: 0.62 -5.17 -2.95
N: 1.19 -3.92 -2.47
H: 2.58 -4.03 2.82
C: 0.31 1.28 2.87
H: -4.10 2.34 -1.97
O: 2.25 -0.28 -1.30
C: 0.56 1.75 4.13
O: -0.03 0.92 7.54
N: 1.04 -2.09 -1.00
H: -5.52 3.33 -3.96
C: -3.80 3.20 -2.56
C: 0.09 1.06 5.25
H: 1.35 -5.68 -3.56
N: 2.10 -0.98 1.45
H: 0.81 -2.49 2.10
H: -1.12 -0.55 5.97
C: -1.00 -0.52 3.84
H: -0.29 -4.99 -3.53
C: 2.01 -1.47 -1.68
C: 4.46 -1.39 1.75
H: -4.33 5.41 -5.05
C: 4.21 -2.71 2.23
C: 2.68 -2.11 -2.78
H: 2.62 -3.88 -3.97
C: -1.73 -0.47 -1.50
C: 1.86 -2.21 2.01
C: -2.55 -0.37 -2.60
O: 1.21 2.45 6.69
N: -1.86 -1.70 3.78
H: -3.45 -0.96 -2.67
H: 3.59 0.43 1.05
C: -0.72 -0.04 5.10
H: -1.97 -1.14 -0.68
C: -0.99 1.22 -3.51
C: -0.44 0.07 2.67
C: 2.21 -3.32 -3.13
C: -0.26 1.12 -2.32
F: 6.37 -3.10 3.10
C: -2.61 3.86 -2.33
H: 1.11 2.67 4.25
F: 5.86 -4.14 1.29
C: -3.97 4.81 -4.22
C: 3.42 -0.58 1.40
H: 3.49 -1.62 -3.30
C: 0.58 -3.33 -1.34
C: -4.57 3.73 -3.64
O: -0.60 -0.43 1.50
C: 2.84 -3.07 2.39

The following is a DFT calculation (ωB97M-V with the def2-TZVPD basis set) of C28H19AsBrIrN2OPS4Se as an isolated structure.

Properties
E_LUMO (spin up / spin down)   2.30 / 2.29 eV
⟨S²⟩   0.7591
M   984.72 Da
ΔE to the lowest compared entry with this formula, charge and spin   318.7 kJ/mol
Highest occupied orbital energy (spin up / spin down)   -0.48 / -0.54 eV
Total charge   -2
Spin multiplicity   2

Cartesian coordinates (Å):
C: 1.97 -1.32 -1.22
As: 3.00 -2.07 3.12
P: -2.06 0.79 0.87
H: 0.22 2.18 5.04
C: -6.64 0.63 1.05
H: -6.47 -0.64 -0.68
S: 4.60 -2.74 1.95
C: 1.19 0.40 -4.35
C: 5.83 -3.73 -4.26
H: -4.05 1.99 2.73
C: 5.39 -4.32 -3.06
C: -2.52 3.49 0.16
C: 0.16 3.88 -0.48
C: -2.09 4.72 -0.33
H: -1.90 -1.50 2.52
S: 3.27 -0.80 4.78
C: -0.85 1.63 3.26
Ir: 0.05 -1.39 -1.70
C: -0.75 4.91 -0.65
H: -2.80 5.52 -0.47
C: -4.56 0.01 0.03
C: -1.49 -0.68 3.10
H: -0.78 2.62 2.82
C: -1.44 0.60 2.55
H: 0.45 1.84 0.11
H: -7.72 0.58 1.08
C: 5.26 -2.50 -4.68
H: 3.84 -0.97 -4.27
H: -3.56 3.35 0.39
C: 4.29 -1.89 -3.93
C: -0.27 2.65 0.01
Br: -0.92 -3.64 -2.09
C: -1.61 2.46 0.33
C: 3.85 -2.48 -2.71
Se: 0.17 0.77 -2.86
H: 1.20 4.01 -0.75
H: 0.15 -0.09 5.99
H: -3.99 -0.52 -0.72
C: 6.83 -4.34 -5.04
S: 1.42 -1.10 1.76
C: -0.94 -0.92 4.34
C: 4.42 -3.72 -2.30
S: 2.40 -0.25 0.17
O: -1.59 -0.30 -0.03
H: 5.58 -2.06 -5.61
C: -0.29 1.39 4.51
H: 4.09 -4.16 -1.37
H: -0.94 -1.92 4.75
C: -3.87 0.77 0.98
C: -4.58 1.43 1.98
C: -0.33 0.11 5.04
C: -5.94 -0.05 0.06
H: -0.42 5.86 -1.04
H: -6.51 1.89 2.78
C: -5.96 1.37 2.01
H: 5.83 -5.26 -2.74
N: 1.84 0.24 -5.30
C: 2.91 -1.87 -1.93
N: 7.66 -4.85 -5.67

The following is a DFT calculation (ωB97M-V with the def2-TZVPD basis set) of C28H19BrCrI2N8O3 as an isolated structure.

Properties
E_LUMO (spin up / spin down)   -4.61 / -4.58 eV
⟨S²⟩   0.7599
M   901.22 Da
Highest occupied orbital energy (spin up / spin down)   -11.09 / -11.14 eV
Total charge   +1
Spin multiplicity   2

Cartesian coordinates (Å):
C: -0.58 -1.39 2.42
H: -3.79 3.51 -1.00
H: 4.88 1.64 1.62
C: 1.41 4.74 1.24
H: 4.00 3.99 1.68
C: -3.57 -0.31 -0.48
N: 1.79 -4.21 -3.94
N: 0.49 -1.53 1.61
C: -0.66 0.78 -2.38
C: -2.58 0.53 0.02
C: -4.64 0.23 -1.17
N: -0.59 -1.46 -1.59
C: 2.00 3.36 1.21
H: -1.52 -1.77 4.30
H: -1.88 2.55 0.23
C: 1.58 -2.73 3.35
I: -0.49 1.92 4.26
N: 5.82 -3.20 -2.07
H: 2.46 -3.26 3.68
C: -0.78 -2.78 -1.68
C: 3.27 -2.90 -2.29
C: -1.36 -3.35 -2.80
H: -1.86 -0.47 -4.52
N: 1.99 -1.25 -0.88
C: -4.70 1.60 -1.36
H: -0.44 -3.39 -0.85
H: 0.74 4.51 -0.71
C: 2.46 -3.65 -3.20
C: 4.68 -3.07 -2.17
C: 2.97 0.82 1.13
O: 1.53 5.45 2.21
O: -1.08 1.66 -3.08
C: -3.72 2.44 -0.85
O: 0.16 0.98 -1.34
Br: -6.14 2.34 -2.32
H: 0.14 2.40 0.80
H: -5.41 -0.41 -1.57
C: 3.83 1.85 1.43
C: -0.63 -1.91 3.70
C: 3.35 3.15 1.46
C: -0.97 -0.67 -2.60
N: 1.66 1.01 0.90
C: 1.54 -2.20 2.07
H: 0.36 6.02 0.05
C: -2.65 1.90 -0.16
C: -1.77 -2.53 -3.84
Cr: 0.44 -0.38 -0.13
H: 2.36 -2.33 1.38
N: -1.45 -0.05 0.70
H: -3.49 -1.38 -0.33
I: 1.58 3.35 5.09
H: -2.65 -0.58 2.29
N: 0.74 5.09 0.11
C: -1.67 -0.62 1.82
C: 0.48 -2.59 4.18
C: 2.62 -1.99 -1.53
H: -2.22 -2.95 -4.73
C: 1.20 2.26 0.96
H: 0.48 -2.99 5.18
H: -1.46 -4.43 -2.86
C: -1.57 -1.16 -3.74
H: 3.33 -0.20 1.06

The following is a DFT calculation (ωB97M-V with the def2-TZVPD basis set) of C28H20Co2F3O6 as an isolated structure.

Properties
E_LUMO   1.55 eV
M   627.32 Da
ΔE to the lowest compared entry with this formula, charge and spin   56.6 kJ/mol
Highest occupied orbital energy   -2.22 eV
Total charge   -1

Cartesian coordinates (Å):
H: 1.11 1.12 2.85
C: -1.15 -1.91 3.69
H: 0.00 -0.06 0.95
C: -0.78 -4.19 1.76
C: 0.10 0.70 3.01
O: -3.90 -4.33 -0.16
C: -0.45 -2.79 1.54
H: -2.20 -2.22 3.54
C: -2.35 3.17 -4.05
C: 0.03 0.17 4.46
H: 0.97 -0.37 4.64
H: 5.34 3.31 -0.86
H: -1.49 0.33 -2.44
O: -0.54 -1.63 -1.81
C: -2.77 -4.13 -0.06
Co: 0.95 -3.96 1.36
H: 3.73 4.48 -2.38
C: 3.88 1.87 -0.15
H: -1.40 -4.65 2.52
C: 3.41 3.62 -1.78
F: -4.30 2.91 -5.37
C: -3.17 3.65 -5.21
F: -3.56 4.96 -5.05
C: -0.18 -4.77 -1.07
H: -0.58 1.56 2.89
C: -1.59 4.11 -3.35
H: -0.61 -2.78 4.10
C: 2.09 3.20 -1.85
O: 2.62 -4.09 3.77
C: -0.80 -2.46 -1.04
C: 1.59 2.16 -1.00
O: 0.37 -5.34 -1.92
H: 4.60 1.35 0.51
C: 4.31 2.96 -0.93
O: 2.30 -1.98 -0.30
H: -0.11 1.01 -0.31
H: -2.94 1.11 -4.29
C: -0.84 3.67 -2.26
O: 1.74 -6.68 0.63
H: 2.23 0.61 0.39
C: -0.74 2.29 -1.93
F: -2.46 3.58 -6.38
C: 2.55 1.46 -0.20
C: 1.77 -2.78 0.34
C: -1.56 1.39 -2.67
C: -2.35 1.82 -3.71
C: -0.57 -1.60 2.34
H: -0.28 4.41 -1.68
C: 1.40 -5.61 0.88
C: 1.94 -3.98 2.84
C: -1.11 -0.79 4.73
H: -1.01 -1.24 5.72
C: -0.15 -0.34 1.99
H: -0.03 1.02 5.15
C: 0.22 1.79 -0.98
H: -1.55 5.15 -3.66
Co: -1.06 -3.72 0.08
H: 1.43 3.71 -2.55
H: -2.07 -0.26 4.72